89
Properties=species:S:1:pos:R:3:forces:R:3:lowdin_charge:R:1 method="wB97M-V/def2-TZVPD" total_charge=0 gap_ev=8.26
C 1.356 -1.948 -0.343 -0.192 0.505 0.070 -0.1183
C 1.485 -0.798 0.756 -0.042 0.295 -0.896 -0.2567
C 2.449 0.373 0.216 -1.303 -0.115 0.424 -0.2104
C 1.507 1.376 -0.607 1.199 0.085 0.314 -0.2228
C 2.285 2.625 -1.197 -0.383 -0.627 -0.194 -0.1912
C 1.457 3.425 -2.318 1.417 0.483 0.396 -0.1734
C 0.530 4.555 -1.682 0.749 -0.478 -1.846 -0.1526
C -1.031 4.306 -1.806 0.747 0.888 1.221 -0.6535
Br -1.866 5.207 -3.381 0.717 -1.019 0.719 0.8256
O -1.552 5.144 -0.708 -0.672 -1.521 1.923 -0.2740
S -1.515 4.277 0.725 0.503 1.218 5.149 0.7871
O -0.310 4.539 1.576 -1.685 -1.079 -3.823 -0.2803
O -2.651 4.477 1.685 1.388 -0.785 -4.343 -0.2776
O -1.552 2.784 0.004 1.127 1.583 0.086 -0.1490
C -1.648 2.893 -1.449 -2.623 -1.395 -1.075 -0.3736
F -1.151 1.783 -2.153 0.576 2.041 1.798 0.0693
C -3.242 2.695 -1.647 -0.125 1.887 -0.544 -0.1417
O -3.578 1.981 -2.823 -0.416 -0.082 1.651 -0.2266
C -4.049 0.652 -2.555 0.111 -1.643 -0.809 -0.0933
H 1.649 -1.481 -1.338 -0.271 -0.770 1.086 0.0715
H 2.036 -2.829 -0.131 -0.877 1.116 -0.358 0.0419
H 0.274 -2.270 -0.458 1.283 0.120 0.226 0.0664
H 0.468 -0.307 0.875 1.046 -0.630 0.022 0.0914
H 1.797 -1.175 1.770 -0.151 0.265 -1.211 0.0881
H 2.868 0.860 1.152 -0.154 -0.254 -1.405 0.1143
H 3.256 -0.026 -0.466 -0.728 0.353 1.037 0.1069
H 1.034 0.793 -1.459 0.312 0.717 1.141 0.1097
H 0.755 1.765 0.134 0.385 -0.543 -0.997 0.0951
H 2.538 3.293 -0.311 -0.178 -0.555 -1.257 0.1184
H 3.260 2.271 -1.663 -1.148 0.426 0.575 0.1137
H 2.255 3.966 -2.924 -1.096 -0.585 0.612 0.1103
H 0.938 2.740 -3.045 0.372 0.640 0.931 0.1114
H 0.751 5.511 -2.256 -0.573 -1.072 0.810 0.1151
H 0.890 4.741 -0.632 -0.992 -0.357 -0.872 0.1126
H -3.678 3.744 -1.748 0.449 -1.175 0.167 0.1162
H -3.659 2.277 -0.691 0.537 0.033 -1.030 0.1431
H -3.213 -0.076 -2.820 -0.945 0.768 0.578 0.1007
H -4.393 0.471 -1.500 0.488 0.438 -0.908 0.0984
H -4.920 0.367 -3.228 1.004 0.834 0.687 0.0965
C -1.193 6.134 5.720 -0.050 -0.108 0.042 -0.2692
S -1.211 7.750 4.919 -0.104 0.107 0.107 0.8031
O -1.471 8.771 5.977 -0.027 -0.309 -0.228 -0.5650
C -2.757 7.490 4.020 -0.062 -0.050 -0.010 -0.2641
H -0.320 6.081 6.370 -0.021 0.108 -0.070 0.0485
H -2.098 6.004 6.316 0.006 0.093 -0.032 0.0568
H -1.127 5.353 4.960 0.016 0.071 -0.033 0.0495
H -3.564 7.273 4.722 0.083 0.029 0.050 0.0585
H -2.635 6.662 3.319 0.055 0.011 0.031 0.0319
H -2.992 8.400 3.468 0.113 0.002 0.079 0.0495
C 5.890 -3.336 2.693 -0.113 0.138 0.249 -0.2684
S 4.691 -3.502 1.352 0.249 0.117 -0.158 0.8216
O 4.141 -2.141 1.074 0.210 -0.294 0.325 -0.5357
C 3.456 -4.394 2.317 -0.127 0.064 0.179 -0.2739
H 6.743 -2.768 2.323 -0.098 -0.030 -0.082 0.0475
H 5.438 -2.807 3.534 -0.001 0.007 -0.032 0.0534
H 6.223 -4.327 3.007 -0.028 0.002 -0.064 0.0496
H 3.158 -3.797 3.182 0.079 0.066 -0.035 0.0605
H 3.871 -5.349 2.642 0.030 0.017 -0.089 0.0389
H 2.589 -4.573 1.681 0.169 0.042 -0.120 0.0256
C 3.866 -7.830 -0.953 -0.073 0.113 0.022 -0.2646
S 3.839 -6.222 -1.767 0.016 -0.006 0.003 0.8287
O 3.587 -5.192 -0.712 -0.263 -0.414 -0.185 -0.6001
C 2.286 -6.486 -2.646 -0.118 0.028 0.012 -0.2636
H 4.745 -7.877 -0.309 -0.004 0.101 -0.078 0.0557
H 2.966 -7.956 -0.348 0.085 -0.027 -0.114 0.0084
H 3.926 -8.618 -1.705 0.010 0.061 -0.016 0.0589
H 1.488 -6.698 -1.933 0.085 -0.002 0.044 0.0565
H 2.400 -7.318 -3.342 0.052 0.026 0.034 0.0530
H 2.046 -5.580 -3.201 0.106 -0.006 0.066 0.0501
C 0.751 -6.957 2.410 -0.099 0.002 -0.027 -0.2593
S 2.189 -8.044 2.359 -0.113 -0.050 0.048 0.8011
O 1.966 -9.029 1.258 -0.138 0.143 0.320 -0.5534
C 1.841 -8.886 3.915 -0.052 -0.090 0.038 -0.2624
H 0.742 -6.354 1.502 0.106 -0.061 0.023 0.0480
H -0.162 -7.552 2.460 0.082 -0.063 -0.011 0.0600
H 0.821 -6.301 3.279 0.059 -0.018 -0.032 0.0560
H 0.859 -9.358 3.870 0.029 0.037 -0.084 0.0591
H 1.875 -8.165 4.734 0.032 0.020 -0.065 0.0546
H 2.603 -9.648 4.073 0.002 0.076 -0.095 0.0514
C -6.148 3.950 -6.127 -0.152 0.090 -0.061 -0.2643
S -5.972 3.294 -4.455 -0.082 -0.086 -0.095 0.7975
O -7.127 2.379 -4.210 0.204 0.280 -0.052 -0.5463
C -6.326 4.849 -3.611 -0.101 0.087 -0.004 -0.2626
H -6.004 3.133 -6.834 0.017 -0.020 0.127 0.0503
H -7.146 4.372 -6.258 0.009 -0.039 0.055 0.0567
H -5.390 4.716 -6.299 0.013 -0.047 0.049 0.0513
H -7.312 5.215 -3.902 0.013 -0.074 -0.013 0.0575
H -5.561 5.585 -3.867 0.018 -0.065 -0.002 0.0459
H -6.309 4.670 -2.536 0.021 -0.086 -0.074 0.0490

---

17
Properties=species:S:1:pos:R:3:forces:R:3:lowdin_charge:R:1 method="wB97M-V/def2-TZVPD" de_lowest_kcal_mol=96.42 total_charge=0 gap_ev=8.31
C -1.262 -1.054 1.375 -0.061 -0.068 0.075 -0.1031
C 0.131 -0.424 1.353 0.068 -0.047 0.106 -0.2007
C 0.741 -0.425 -0.010 0.115 -0.181 0.358 -0.2590
C 0.169 1.204 -1.297 -0.173 -0.049 -0.296 -0.1651
C 1.444 0.805 -0.487 0.039 -0.086 0.055 -0.1114
C 0.245 -1.259 -0.994 -0.142 0.412 0.023 -0.0120
C -0.296 -0.220 -1.702 -0.177 0.347 -0.286 -0.1359
H -1.968 -0.470 0.774 0.210 -0.057 0.085 0.0790
H -1.645 -1.099 2.397 0.063 -0.041 -0.055 0.0717
H -1.236 -2.056 0.939 -0.011 0.109 0.145 0.0688
H 0.096 0.614 1.711 0.091 -0.158 0.027 0.1171
H 0.821 -0.960 2.015 -0.047 0.012 0.077 0.1296
H 0.329 1.843 -2.167 0.121 0.087 0.073 0.0991
H -0.508 1.739 -0.610 0.020 -0.203 -0.238 0.1082
H 1.752 1.487 0.311 -0.151 -0.009 -0.179 0.1096
H 2.278 0.607 -1.166 -0.160 -0.055 0.148 0.1201
H -1.088 -0.332 -2.442 0.195 -0.013 -0.118 0.0841

---

16
Properties=species:S:1:pos:R:3:forces:R:3:mulliken_spin:R:1 method="wB97M-V/def2-TZVPD" de_lowest_kcal_mol=19.24 total_charge=+1 multiplicity=2 gap_ev="13.14 / 3.00" s_squared=0.753
C 1.393 2.398 -0.055 0.846 -0.041 -0.178 0.0860
C 2.016 1.139 -0.617 -0.588 1.204 1.273 0.1483
H 1.345 3.284 -0.682 -0.105 -0.316 -0.407 -0.0046
H 0.454 2.272 0.493 -0.276 -0.214 0.050 0.0544
H 2.002 2.750 0.819 0.109 -0.238 0.109 0.1102
H 2.813 0.740 0.076 0.144 0.159 -0.454 0.1063
H 2.326 1.185 -1.654 0.051 -0.266 0.079 -0.0012
H 1.361 0.297 -0.288 -0.270 -0.327 -0.463 0.0866
C -1.518 -2.483 0.247 0.431 0.412 -0.203 0.1067
C -1.896 -1.041 0.377 -0.671 0.156 -0.963 0.0566
H -2.123 -3.108 0.927 0.532 0.095 0.597 0.0629
H -1.804 -3.084 -0.634 -0.118 0.478 -0.586 0.0673
H -0.416 -2.506 0.204 -0.390 -0.684 0.569 0.0118
H -2.974 -0.845 0.326 0.271 -0.127 0.385 -0.0002
H -1.435 -0.483 -0.469 0.158 -0.116 -0.131 0.0675
H -1.440 -0.499 1.213 -0.124 -0.175 0.323 0.0413

---

20
Properties=species:S:1:pos:R:3:forces:R:3:lowdin_charge:R:1 method="wB97M-V/def2-TZVPD" de_lowest_kcal_mol=99.17 total_charge=0 gap_ev=8.69
C 2.275 -2.321 -0.891 -0.840 0.679 0.504 -0.1013
C 2.305 -1.239 0.246 -0.205 -1.940 -0.279 -0.2459
C -2.218 0.590 1.012 2.067 1.353 -0.093 0.0261
C -0.903 0.843 0.605 0.302 -2.829 -1.120 -0.3635
O -0.467 2.105 0.087 -2.789 -2.171 2.669 0.0140
C -0.002 -0.284 0.405 0.570 -0.206 -0.719 -0.0683
C 1.282 -0.160 0.021 0.149 0.962 1.591 -0.0759
H 1.208 -2.574 -1.070 0.709 0.171 -0.315 0.0731
H 2.737 -1.799 -1.725 -0.249 -0.545 -0.540 0.0661
H 2.789 -3.268 -0.680 0.145 0.484 0.170 0.0675
H 3.345 -0.909 0.306 -0.332 0.452 0.203 0.1013
H 2.040 -1.751 1.188 0.286 0.305 -0.211 0.1071
H -2.711 -0.330 0.744 0.357 -0.386 0.664 0.0689
H -2.714 1.320 1.637 -0.491 0.296 -0.453 0.0717
H -1.473 2.095 0.234 0.653 3.253 -1.243 0.0430
H -0.405 -1.266 0.672 0.116 0.298 0.031 0.1239
H 1.661 0.867 -0.082 -0.233 -0.399 -0.487 0.1185
H -2.235 3.046 -0.926 0.141 0.472 -0.522 0.0097
H -3.374 2.157 -0.589 -0.326 0.010 -0.272 0.0137
O -3.143 2.877 -1.194 -0.030 -0.258 0.421 -0.0497

---

18
Properties=species:S:1:pos:R:3:forces:R:3:lowdin_charge:R:1 method="wB97M-V/def2-TZVPD" smiles="O=CCNCCC[S-]" de_lowest_kcal_mol=38.28 total_charge=-1 gap_ev=5.59
C 0.501 1.375 1.080 -2.417 -0.554 -0.257 -0.2973
C -0.700 1.208 2.049 0.554 0.627 0.113 -0.8122
S -0.513 2.218 3.580 -0.012 -0.326 -0.306 0.0270
C 0.202 0.741 -0.291 2.523 0.272 -0.541 -0.2837
N 0.010 -0.686 -0.210 -1.015 -0.922 -0.319 -0.0822
C -0.423 -1.407 -1.410 0.903 0.988 -0.008 -0.1866
C 0.782 -2.105 -1.983 0.204 -0.994 -0.059 -0.2643
O 0.772 -3.124 -2.633 -0.207 0.194 -0.006 0.0176
H 0.522 2.447 0.912 0.917 0.140 0.216 0.0805
H 1.360 0.879 1.512 0.491 0.488 0.042 0.0930
H -0.823 0.152 2.307 -0.160 -0.028 0.016 0.0180
H -1.576 1.570 1.501 -0.184 -0.262 0.054 0.0301
H -0.449 1.311 -0.962 -0.975 -0.157 0.482 0.1035
H 1.162 0.863 -0.850 -0.228 -0.079 0.094 0.1036
H -0.608 -0.982 0.527 -0.018 0.523 0.391 0.0901
H -0.733 -0.735 -2.232 -0.302 0.073 0.274 0.1225
H -1.241 -2.079 -1.174 0.039 -0.266 -0.239 0.1210
H 1.755 -1.646 -1.725 -0.113 0.284 0.053 0.1195